1.
Here is a single CHBrF2OS molecule from the OMol25 dataset. Energies are from wB97M-V/def2-TZVPD.

The value obtained for the LUMO energy is -0.8 eV. Its frontier orbital gap is 0.35602 Eh. For the highest occupied orbital energy, the calculation gives -10.51 eV. The multiplicity is 1.

Each atom is followed by the atoms it is bonded to, with distances in Å.
Atoms and positions in Å:
1 C 0.098 0.726 -0.556  F3 1.355, F4 1.404, S5 1.915, H7 1.055
2 O 1.611 1.827 1.312  S5 1.434
3 F -0.694 1.694 -1.078  C1 1.355
4 F 0.284 -0.253 -1.546  C1 1.404
5 S 1.787 1.484 -0.069  C1 1.915, O2 1.434, Br6 2.267
6 Br 2.890 -0.494 -0.163  S5 2.267
7 H -0.460 0.324 0.245  C1 1.055

2.
Here is a single CHBrF2OS molecule from the OMol25 dataset. Energies are from wB97M-V/def2-TZVPD.

The value obtained for the LUMO energy (alpha / beta) is -1.6 / -1.5 eV. Its frontier orbital gap (alpha / beta) is 0.27790 / 0.27799 Eh. For the highest occupied orbital energy (alpha / beta), the calculation gives -9.11 / -9.11 eV. The multiplicity is 1.

Each atom is followed by the atoms it is bonded to, with distances in Å.
Atoms and positions in Å:
1 C -0.391 -0.358 0.544  F3 1.358, F4 1.293, S5 1.632
2 O 0.746 -0.195 -1.678  S5 1.768, H7 1.086
3 F -0.006 -1.613 0.199  C1 1.358
4 F -0.719 -0.299 1.793  C1 1.293
5 S -0.087 0.845 -0.517  C1 1.632, O2 1.768, Br6 2.502
6 Br 0.080 2.792 1.046  S5 2.502
7 H 0.376 -1.173 -1.387  O2 1.086

The structure with the least stability is 2.